[1]
{
  "formula": "C5H7N3O",
  "method": "ωB97M-V/def2-TZVPD",
  "species": ["C", "C", "C", "C", "C", "H", "H", "H", "H", "H", "H", "H", "N", "N", "N", "O"],
  "coordinates": [[2.9801, -0.2639, 0.0825], [1.7425, 0.4968, -0.0447], [-0.7721, 0.0903, 0.1283], [-2.9148, -0.1275, -0.2019], [-2.5329, 1.0828, 0.1455], [3.1668, -0.5610, 1.1473], [3.0737, -1.2684, -0.6680], [4.0042, 0.4457, -0.0505], [0.8192, -1.2450, 0.3289], [-1.7183, -1.9746, -0.4889], [-3.8491, -0.4793, -0.4673], [-3.2925, 2.1026, 0.0578], [0.6124, -0.3563, 0.2690], [-1.6580, -0.8459, -0.1906], [-1.2247, 1.2644, 0.4100], [1.5636, 1.6393, -0.4574]],
  "forces_ev_per_angstrom": [[5.365, -0.923, -0.578], [-3.640, 0.989, -1.277], [4.970, -1.960, 1.038], [2.683, -1.301, 0.185], [-4.182, 6.313, -0.173], [-0.603, -0.263, -0.905], [-0.386, 2.965, 2.162], [-3.065, -1.847, -0.276], [0.792, -5.566, 0.500], [1.199, 4.524, 1.245], [-1.344, -0.997, -0.492], [2.309, -3.241, 0.641], [-1.213, 7.696, -0.841], [-4.319, -4.082, -1.787], [0.436, -0.363, -0.457], [0.998, -1.944, 1.015]],
  "nbo_charge": [-0.74, 0.66, 0.52, -0.17, -0.04, 0.25, 0.25, 0.26, 0.37, 0.45, 0.22, 0.20, -0.64, -0.57, -0.46, -0.54],
  "multiplicity": 1,
  "e_above_lowest_kcal_mol": 58.41,
  "fmax_ev_per_a": 7.84,
  "e_lumo_ev": 0.4,
  "charge": 0,
  "homo_ev": -8.57
}

***

[2]
{
  "formula": "C24H34Cl3F3IN3O2S2SbV",
  "method": "ωB97M-V/def2-TZVPD",
  "species": ["V", "F", "C", "F", "F", "C", "C", "C", "C", "N", "C", "S", "H", "H", "H", "S", "C", "N", "C", "C", "C", "N", "H", "H", "H", "H", "C", "C", "C", "C", "Sb", "C", "C", "C", "C", "C", "C", "C", "C", "H", "H", "H", "H", "H", "H", "H", "H", "H", "H", "H", "H", "H", "H", "H", "H", "H", "H", "H", "H", "H", "H", "H", "H", "H", "H", "H", "Cl", "C", "Cl", "Cl", "C", "O", "O", "I"],
  "coordinates": [[0.3510, 1.6540, -0.6369], [4.2054, 2.7067, 4.2280], [3.0431, 2.4996, 3.5973], [2.5306, 1.3449, 4.0674], [2.2032, 3.4799, 3.9509], [3.2386, 2.4368, 2.1061], [4.4816, 2.6280, 1.5392], [4.6379, 2.5094, 0.1619], [3.5443, 2.2049, -0.6111], [2.3308, 2.0121, -0.0637], [2.1632, 2.1307, 1.2681], [0.5219, 1.8355, 1.7045], [5.3264, 2.8594, 2.1743], [5.6010, 2.6526, -0.3080], [3.6176, 2.1051, -1.6801], [-2.0341, 1.6804, -0.0407], [-3.1995, 2.6970, -0.7593], [-4.3936, 2.7590, -0.0944], [-5.4467, 3.4679, -0.5476], [-5.3305, 4.1580, -1.7111], [-4.0822, 4.0949, -2.3451], [-3.0610, 3.3918, -1.8891], [-4.4546, 2.2527, 0.7784], [-6.3429, 3.4531, 0.0557], [-6.1544, 4.7306, -2.1099], [-3.9029, 4.6410, -3.2667], [-0.6103, -2.2678, -2.5493], [-1.3222, -2.3307, -1.2029], [-2.6745, -1.6322, -1.2783], [-1.5113, -3.7913, -0.7982], [-0.0820, -1.1773, 0.2769], [-0.9196, -1.6113, 2.3279], [0.1767, -1.3879, 3.3645], [-2.0728, -0.6436, 2.5622], [-1.4180, -3.0476, 2.4108], [1.9732, -2.0469, 0.1972], [1.9095, -3.5639, 0.3274], [2.7926, -1.4352, 1.3288], [2.5722, -1.6350, -1.1429], [-1.2972, -2.6195, -3.3299], [0.2655, -2.9189, -2.5717], [-0.3069, -1.2589, -2.8186], [-3.3325, -2.2080, -1.9427], [-2.5857, -0.6241, -1.6841], [-3.1605, -1.5721, -0.3014], [-1.9713, -4.3244, -1.6416], [-2.1765, -3.9027, 0.0512], [-0.5725, -4.2955, -0.5716], [0.7077, -0.4478, 3.2316], [0.8961, -2.2065, 3.3680], [-0.2907, -1.3616, 4.3574], [-1.7315, 0.3901, 2.6075], [-2.5377, -0.8848, 3.5270], [-2.8403, -0.7202, 1.7902], [-0.6795, -3.7759, 2.0729], [-2.3375, -3.1924, 1.8479], [-1.6408, -3.2723, 3.4621], [1.3624, -3.8815, 1.2165], [2.9301, -3.9596, 0.4150], [1.4570, -4.0260, -0.5507], [2.5177, -1.8354, 2.3006], [2.7016, -0.3490, 1.3681], [3.8513, -1.6709, 1.1625], [1.9899, -1.9877, -1.9919], [3.5772, -2.0667, -1.2296], [2.6760, -0.5536, -1.2214], [0.6442, 0.1872, -5.4911], [0.2180, 1.4725, -4.3393], [0.5096, 3.0488, -5.0514], [-1.4832, 1.3086, -3.9168], [1.2009, 1.2655, -3.1338], [2.3527, 1.5027, -3.3000], [0.7011, 0.7041, -2.0031], [0.1775, 4.2211, -1.0801]],
  "forces_ev_per_angstrom": [[-1.425, 1.659, 3.172], [-0.052, 0.012, 0.019], [0.020, -0.020, 0.000], [0.036, 0.046, -0.016], [-0.014, 0.003, 0.005], [0.011, -0.078, -0.007], [-0.009, -0.020, 0.040], [0.100, 0.042, -0.012], [-0.164, -0.009, 0.031], [0.189, 0.033, 0.356], [0.211, -0.062, -0.057], [0.045, 0.218, 0.477], [-0.006, -0.001, -0.030], [-0.050, -0.006, 0.035], [-0.065, -0.025, -0.100], [-0.225, -0.265, -0.050], [0.052, 0.238, -0.135], [0.018, 0.107, -0.050], [-0.043, -0.113, 0.170], [-0.019, 0.137, -0.145], [0.199, -0.117, 0.059], [-0.008, -0.045, -0.125], [-0.043, -0.038, 0.069], [0.015, -0.051, 0.031], [0.056, -0.012, 0.015], [-0.016, -0.029, 0.039], [-0.099, -0.077, -0.107], [0.347, 0.056, 0.469], [-0.043, -0.067, -0.107], [-0.049, -0.041, -0.205], [0.092, -0.087, -0.035], [0.281, 0.082, -0.589], [-0.102, -0.036, 0.147], [0.000, -0.036, 0.120], [-0.023, -0.010, 0.186], [-0.589, 0.145, 0.039], [0.225, 0.000, -0.010], [0.157, -0.084, -0.041], [0.190, -0.089, 0.028], [0.038, -0.017, 0.059], [-0.051, 0.021, -0.013], [-0.016, -0.012, -0.024], [0.046, 0.046, 0.042], [-0.001, 0.014, 0.013], [-0.018, -0.004, -0.033], [0.033, 0.058, 0.054], [-0.020, -0.028, -0.017], [-0.067, 0.007, -0.009], [0.013, 0.002, 0.013], [-0.047, 0.006, 0.022], [0.021, -0.043, -0.056], [-0.022, 0.016, 0.013], [0.027, 0.025, -0.060], [-0.012, 0.000, 0.022], [-0.045, 0.011, 0.016], [-0.016, 0.005, 0.026], [-0.003, 0.021, -0.066], [0.021, -0.017, -0.011], [-0.067, 0.026, -0.028], [0.025, 0.002, 0.034], [0.059, 0.029, -0.017], [0.026, -0.012, -0.004], [-0.054, -0.003, -0.001], [0.040, 0.031, -0.013], [-0.051, 0.002, 0.027], [0.032, 0.004, -0.008], [0.015, -0.015, 0.021], [0.027, -0.338, 0.168], [0.036, 0.020, 0.060], [0.000, 0.014, 0.218], [-0.114, -0.135, -0.721], [0.113, -0.004, 0.244], [0.596, -0.868, -3.397], [0.235, -0.221, -0.258]],
  "mulliken_spin": [1.32, 0.00, -0.01, 0.00, 0.00, 0.02, 0.01, 0.00, 0.02, -0.06, 0.01, -0.09, 0.00, 0.00, 0.00, -0.03, 0.00, 0.00, 0.00, 0.00, 0.00, 0.00, 0.00, 0.00, 0.00, 0.00, 0.00, -0.01, 0.00, 0.00, -0.06, -0.01, 0.00, 0.00, 0.00, 0.01, 0.00, 0.00, 0.00, 0.00, 0.00, 0.00, 0.00, 0.00, 0.00, 0.00, 0.00, 0.00, 0.00, 0.00, 0.00, 0.00, 0.00, 0.00, 0.00, 0.00, 0.00, 0.00, 0.00, 0.00, 0.00, 0.00, 0.00, 0.00, 0.00, 0.01, 0.00, 0.00, 0.00, 0.00, 0.02, 0.00, -0.08, -0.04],
  "multiplicity": 2,
  "fmax_ev_per_a": 3.85,
  "e_lumo_ev": [-4.2, -3.7],
  "charge": 1,
  "homo_ev": [-10.27, -10.38]
}